ORCA calculation (the ωB97M-V functional and the def2-TZVPD basis) on a molecular structure, C5H7N3.

XYZ file:
```
15
Properties=species:S:1:pos:R:3
C -0.414 2.178 -1.028
C -0.819 1.068 -0.250
C 0.575 -1.878 0.946
C 1.034 -1.246 -0.443
C -0.135 -0.153 -0.432
H -1.257 2.921 -0.597
H -0.471 2.261 -2.184
H 0.660 2.727 -0.326
H 1.287 -1.615 1.757
H 0.173 -3.052 0.974
H 0.940 -2.099 -1.219
H 1.993 -0.956 -0.436
N -1.668 0.838 0.855
N -1.310 -0.133 1.622
N -0.589 -0.862 0.761
```

LUMO: 0.767 eV
Kohn-Sham gap: 0.3615 Eh
Energy relative to the best compared isomer or geometry (same formula, charge and spin): 158.1 kcal per mole
HOMO level: -9.07 eV
Calculated total energy: -358.76637 a.u.

***

ORCA calculation (the ωB97M-V functional and the def2-TZVPD basis) on a molecular structure, C4H6O2.

XYZ file:
```
12
Properties=species:S:1:pos:R:3
O -1.258 0.406 -1.625
C 0.025 0.903 -0.080
C -0.209 0.095 1.079
C -0.166 -1.198 0.246
O 1.281 -1.164 0.173
C 1.218 0.151 0.521
H -0.708 0.424 -2.424
H -0.081 1.979 -0.210
H -0.653 0.342 2.038
H -0.584 -2.122 0.649
H -0.995 -0.483 -1.181
H 2.125 0.686 0.795
```

LUMO (spin up / spin down): -0.066 / -0.067 eV
Kohn-Sham gap (spin up / spin down): 0.2685 / 0.2684 Eh
Energy relative to the best compared isomer or geometry (same formula, charge and spin): 176.7 kcal per mole
HOMO level (spin up / spin down): -7.37 / -7.37 eV
Calculated total energy: -306.22464 a.u.

***

ORCA calculation (the ωB97M-V functional and the def2-TZVPD basis) on a molecular structure, C27H67BN2O11P3.

XYZ file:
```
111
Properties=species:S:1:pos:R:3
C -1.480 3.432 -0.609
C -2.993 3.214 -0.541
C -3.414 1.751 -0.715
C -2.920 0.798 0.396
C -2.306 -0.508 -0.141
C -0.771 -0.450 -0.274
C -0.219 -0.663 -1.700
C 0.459 -2.024 -1.955
C 1.629 -1.946 -2.928
P 1.403 -1.732 -4.801
C 0.959 0.130 -4.662
C 1.944 1.073 -3.957
C 1.211 2.069 -3.054
O 1.752 3.401 -3.190
C 0.966 4.331 -2.597
C -0.112 4.899 -3.474
O 1.155 4.670 -1.447
O 3.115 -1.416 -4.923
B 3.562 -1.225 -6.196
O 3.863 0.085 -6.657
O 3.834 -2.292 -7.044
P 1.804 -4.013 -5.047
O 3.205 -4.548 -4.917
P -0.910 -2.059 -4.906
C -1.188 -1.742 -6.690
O -1.216 -3.721 -4.908
H -1.234 4.483 -0.421
H -1.093 3.167 -1.599
H -0.938 2.846 0.138
H -3.378 3.605 0.411
H -3.454 3.815 -1.335
H -4.507 1.707 -0.764
H -3.023 1.418 -1.685
H -2.207 1.312 1.047
H -3.784 0.535 1.017
H -2.588 -1.330 0.523
H -2.763 -0.726 -1.113
H -0.335 -1.196 0.398
H -0.428 0.530 0.074
H 0.510 0.116 -1.937
H -1.055 -0.560 -2.398
H 0.895 -2.319 -0.987
H -0.260 -2.821 -2.181
H 2.286 -1.152 -2.554
H 2.234 -2.856 -2.828
H 1.337 -1.637 -6.288
H -0.032 0.242 -4.202
H 0.829 0.460 -5.702
H 2.691 0.536 -3.372
H 2.501 1.662 -4.691
H 1.315 1.796 -1.998
H 0.138 2.072 -3.280
H -0.423 4.165 -4.220
H 0.302 5.753 -4.014
H -0.972 5.194 -2.874
H 3.166 0.449 -7.212
H 3.591 -2.066 -7.949
H 1.157 -4.449 -6.241
H 1.014 -4.636 -4.043
H -1.290 -0.667 -6.858
H -2.106 -2.254 -6.995
H -0.365 -2.132 -7.301
H -1.880 -3.892 -4.232
C -0.215 -6.028 4.156
O -0.551 -5.266 5.299
C 0.509 -4.482 5.829
C 0.292 -3.004 5.585
N 0.439 -2.672 4.178
C 0.045 -1.317 3.809
C -1.392 -0.872 4.056
O -2.361 -1.505 3.242
C -2.805 -2.774 3.677
H -1.034 -6.724 3.982
H -0.090 -5.411 3.260
H 0.704 -6.599 4.315
H 1.469 -4.804 5.414
H 0.529 -4.656 6.909
H 1.039 -2.444 6.158
H -0.697 -2.746 5.989
H -0.092 -3.331 3.623
H 0.243 -1.203 2.741
H 0.709 -0.616 4.331
H -1.442 0.189 3.797
H -1.681 -0.952 5.113
H -2.838 -2.838 4.769
H -2.184 -3.587 3.290
H -3.813 -2.915 3.287
C 0.517 5.300 4.806
O 1.610 4.413 4.718
C 1.554 3.293 5.589
C 1.284 2.006 4.840
N -0.078 1.958 4.331
C -0.360 0.853 3.420
C 0.424 0.749 2.116
O 0.131 1.753 1.171
C 0.805 2.996 1.329
H 0.785 6.196 4.249
H -0.398 4.885 4.370
H 0.313 5.578 5.846
H 0.802 3.450 6.369
H 2.533 3.214 6.071
H 1.427 1.168 5.531
H 2.041 1.919 4.050
H -0.288 2.829 3.860
H -1.419 0.915 3.156
H -0.225 -0.083 3.976
H 0.131 -0.194 1.645
H 1.507 0.691 2.287
H 1.815 2.858 1.728
H 0.251 3.677 1.984
H 0.875 3.453 0.344
```

LUMO: 2.135 eV
Kohn-Sham gap: 0.2183 Eh
Net charge: -1
HOMO level: -3.81 eV
Calculated total energy: -3054.69303 a.u.

***

ORCA calculation (the ωB97M-V functional and the def2-TZVPD basis) on 15 unconnected molecules or ions with the total composition C3H34NO15S.

XYZ file:
```
54
Properties=species:S:1:pos:R:3
C 1.927 1.144 0.011
C 0.508 1.670 -0.101
S 0.131 2.414 -1.761
C 2.192 0.468 1.335
N 1.471 -0.654 1.591
O 2.922 0.923 2.202
H 2.673 1.933 -0.146
H 2.312 0.526 -0.803
H 0.199 2.440 0.605
H -0.162 0.820 0.016
H 1.688 -1.192 2.415
H 1.053 -1.192 0.840
H -2.511 3.884 -1.729
H -2.118 2.940 -2.794
O -2.919 3.296 -2.380
H 1.557 -2.488 -3.072
H 1.085 -1.282 -3.938
O 0.809 -1.900 -3.250
H 3.393 -0.948 -3.163
H 2.514 0.265 -3.146
O 3.017 -0.284 -3.767
H -3.022 1.149 -0.872
H -3.840 2.184 -0.142
O -3.594 1.252 -0.091
H -0.879 -0.717 5.027
H 0.400 -0.561 4.372
O -0.063 -1.221 4.910
H 0.073 3.049 3.083
H 1.335 3.943 3.253
O 0.388 3.864 3.481
H -3.008 0.501 1.451
H -1.804 -0.484 1.765
O -2.537 0.005 2.146
H 3.233 -2.626 -0.881
H 2.181 -1.775 -1.400
O 3.127 -1.710 -1.212
H 1.696 -5.045 -0.953
H 1.408 -3.615 -0.633
O 2.152 -4.251 -0.650
H 0.079 -1.883 -1.436
H -0.763 -2.686 -0.439
O 0.153 -2.381 -0.608
H -4.676 -0.460 0.041
H -4.478 -1.060 1.434
O -4.801 -1.275 0.550
H -3.475 -2.404 0.139
H -2.474 -1.718 -0.728
O -2.800 -2.609 -0.545
H -1.340 -0.863 -2.130
H -1.055 0.632 -1.863
O -1.623 -0.113 -1.594
H 2.836 2.759 2.339
H 2.642 3.634 1.135
O 2.790 3.703 2.082
```

LUMO (spin up / spin down): -0.407 / -4.058 eV
Kohn-Sham gap (spin up / spin down): 0.3861 / 0.2511 Eh
Energy relative to the best compared isomer or geometry (same formula, charge and spin): 0.0 kcal per mole
HOMO level (spin up / spin down): -10.91 / -10.89 eV
Multiplicity: 2
Calculated total energy: -1716.22956 a.u.

***

ORCA calculation (the ωB97M-V functional and the def2-TZVPD basis) on a single C7H15N3O2 molecule.

XYZ file:
```
27
Properties=species:S:1:pos:R:3
C 0.342 2.398 0.187
C 0.494 1.150 -0.630
C 1.988 0.829 -0.981
C 2.830 0.186 0.169
C 1.931 -0.558 1.159
C 0.659 -1.178 0.548
C 0.946 -2.307 -0.393
H 0.974 2.386 1.078
H -0.723 2.516 0.485
H 0.687 3.229 -0.420
H -0.019 1.268 -1.541
H 1.887 0.069 -1.773
H 2.366 1.705 -1.468
H 3.562 -0.459 -0.299
H 3.426 0.947 0.651
H 1.565 0.121 1.893
H 2.394 -1.443 1.629
H 0.021 -1.591 1.328
H 1.479 -3.094 0.107
H 0.041 -2.826 -0.804
H 1.451 -1.877 -1.194
H -2.930 -1.072 -0.267
N -0.094 0.002 0.069
N -1.435 -0.076 -0.056
N -2.341 0.578 0.657
O -2.051 -1.052 -0.794
O -3.478 0.238 0.239
```

LUMO: 0.836 eV
Kohn-Sham gap: 0.3535 Eh
Energy relative to the best compared isomer or geometry (same formula, charge and spin): 108.7 kcal per mole
Structure (SMILES): C[C@H]1CCC[C@H](C)N1N(O)N=O
HOMO level: -8.78 eV
Calculated total energy: -590.28193 a.u.